(a)
Below is one molecule with the formula C4H2, with properties calculated with wB97M-V/def2-TZVPD.

Geometry as XYZ:
```
6
C4H2 | OMol25 | wB97M-V/def2-TZVPD
C -0.3554 -0.3784 -0.5994
C -0.9414 -1.4271 -0.6958
C 0.3474 0.7008 -0.0979
C 0.9388 1.4545 0.6334
H -1.4392 -2.3656 -0.6210
H 1.4500 2.0158 1.3808
```

Summary:
SMILES	C#CC#C
LUMO	1.0325	eV
multiplicity	1

Population analysis type natural (NBO), resulting atomic charges in e:
1. C -0.086
2. C -0.154
3. C -0.096
4. C -0.144
5. H 0.241
6. H 0.239

---

(b)
Below is one molecule with the formula C4H2, with properties calculated with wB97M-V/def2-TZVPD.

Geometry as XYZ:
```
6
C4H2 | OMol25 | wB97M-V/def2-TZVPD
C -1.0572 0.7194 -0.2766
C -1.0378 -0.7535 0.3752
C 0.1356 0.6282 0.3508
C 0.1958 -0.6802 -0.2099
H 0.9550 1.1974 0.5738
H 0.8087 -1.1112 -0.8134
```

Summary:
SMILES	C12=C3[C@H]1[C@H]23
LUMO	0.4568	eV
multiplicity	1

Population analysis type natural (NBO), resulting atomic charges in e:
1. C 0.007
2. C -0.013
3. C -0.266
4. C -0.180
5. H 0.237
6. H 0.214

---

The most stable arrangement is (a), and the next structure is 82.5 kcal/mol less stable.

---

(a)
Below is one molecule with the formula C5H11NO3S, with properties calculated with wB97M-V/def2-TZVPD.

Geometry as XYZ:
```
21
C5H11NO3S | OMol25 | wB97M-V/def2-TZVPD
C 0.5830 -0.2109 -0.1557
C 1.6300 -3.0239 0.4968
C -2.4592 2.3654 0.8504
C 1.5515 -2.2678 -0.8404
C -1.0762 1.6213 0.8207
N -0.0051 2.4135 -1.8842
O 1.2343 0.0061 0.8387
O -1.7098 0.3858 -1.5373
O 0.5068 -1.2662 -0.9366
S -0.6305 1.0023 -0.8982
H 2.7848 -3.2341 0.4287
H 1.6672 -2.4478 1.4164
H 1.0574 -4.0200 0.6096
H -2.4665 3.3312 1.3801
H -2.6926 2.4888 -0.2771
H -3.0870 1.5852 1.2364
H 1.2618 -3.0738 -1.6214
H 2.4952 -1.7750 -1.1492
H -1.0345 0.7996 1.5313
H -0.1879 2.2739 1.0294
H 0.5773 3.0463 -1.3387
```

Summary:
SMILES	CCOC(=O)[S@@](=N)(=O)CC
LUMO	0.3520	eV
multiplicity	1

Population analysis type natural (NBO), resulting atomic charges in e:
1. C 0.595
2. C -0.668
3. C -0.634
4. C -0.092
5. C -0.599
6. N -1.022
7. O -0.561
8. O -0.896
9. O -0.486
10. S 1.755
11. H 0.225
12. H 0.244
13. H 0.231
14. H 0.232
15. H 0.236
16. H 0.218
17. H 0.216
18. H 0.202
19. H 0.227
20. H 0.239
21. H 0.336

---

(b)
Below is a 2-piece molecular cluster, C5H11NO3S overall, with properties calculated with wB97M-V/def2-TZVPD.

Geometry as XYZ:
```
21
C5H11NO3S | OMol25 | wB97M-V/def2-TZVPD
C 2.3135 -0.9189 -0.0854
C 1.8042 0.3092 -0.0145
C 3.6521 -1.2460 -0.6437
C -0.1346 1.8758 -0.1359
C 0.4365 0.6060 0.4193
N -0.3417 -0.1433 1.0856
O -5.0609 -0.6182 0.8398
O -2.7432 -1.0605 -0.1213
O -3.9498 1.0459 -0.6138
S -4.1680 -0.3807 -0.5611
H 1.7337 -1.7694 0.2528
H 2.3751 1.1482 -0.3904
H 3.5540 -1.9875 -1.4363
H 4.2853 -1.6791 0.1312
H 4.1415 -0.3603 -1.0444
H -1.1335 2.0520 0.2521
H -0.1975 1.7820 -1.2218
H 0.5068 2.7243 0.0904
H -5.0750 0.1657 1.3996
H -2.0742 -0.5366 0.3738
H 0.0757 -1.0085 1.4239
```

Summary:
LUMO	0.4479	eV
multiplicity	1

Population analysis type natural (NBO), resulting atomic charges in e:
1. C -0.082
2. C -0.305
3. C -0.647
4. C -0.667
5. C 0.315
6. N -0.682
7. O -0.912
8. O -0.941
9. O -0.960
10. S 1.757
11. H 0.192
12. H 0.207
13. H 0.226
14. H 0.226
15. H 0.215
16. H 0.243
17. H 0.232
18. H 0.221
19. H 0.494
20. H 0.524
21. H 0.343

---

The most stable arrangement is (b), and the next structure is 84.2 kcal/mol less stable.

---

(a)
Below is one molecule with the formula C9H11NOS, with properties calculated with wB97M-V/def2-TZVPD.

Geometry as XYZ:
```
23
C9H11NOS | OMol25 | wB97M-V/def2-TZVPD
C -0.4360 0.3285 -2.1044
C -1.1658 0.9330 -3.0435
C -0.4502 0.8739 -0.8172
C -1.1966 2.0812 -0.6815
C 0.1577 0.8480 1.6647
C -0.8586 2.9019 0.4463
C -0.1158 -0.0424 0.2882
C -1.4410 -0.9552 0.3388
C 1.2009 -0.7020 0.1267
N -0.2664 2.4108 1.5080
O 0.2455 3.2663 2.2511
S -1.5864 2.6172 -2.2823
H -0.1542 -0.7018 -2.1120
H -1.5944 0.6534 -3.9656
H 1.1691 0.7800 1.9982
H -0.5789 0.4053 2.3185
H -1.2942 3.9354 0.6297
H -2.2791 -0.3880 0.2031
H -1.4313 -1.5551 1.2470
H -1.4298 -1.6419 -0.4995
H 1.2452 -1.4601 -0.6498
H 1.4686 -1.1266 1.0248
H 2.0616 -0.0942 0.0212
```

Summary:
LUMO (spin up / spin down)	-0.0950 / -0.0980	eV
multiplicity	1

Population analysis type natural (NBO), resulting atomic charges in e:
1. C -0.261
2. C -0.292
3. C -0.046
4. C -0.255
5. C -0.231
6. C -0.046
7. C -0.054
8. C -0.585
9. C -0.618
10. N 0.142
11. O -0.510
12. S 0.344
13. H 0.214
14. H 0.234
15. H 0.222
16. H 0.218
17. H 0.235
18. H 0.220
19. H 0.207
20. H 0.213
21. H 0.211
22. H 0.211
23. H 0.227

---

(b)
Below is one molecule with the formula C9H11NOS, with properties calculated with wB97M-V/def2-TZVPD.

Geometry as XYZ:
```
23
C9H11NOS | OMol25 | wB97M-V/def2-TZVPD
C 2.7046 1.1245 1.5841
C 1.5657 0.8741 2.2491
C 2.6972 1.2770 0.2422
C 0.4224 0.5911 1.5073
C 1.5766 1.0366 -0.5097
C 0.3995 0.6461 0.1146
C -0.9002 0.4321 -0.5559
C -0.5684 -1.9949 -0.1928
C -2.4451 -1.1446 -1.4310
N -1.2316 -0.8051 -0.7397
O -2.9485 1.7544 -1.5783
S -1.5768 1.9391 -0.9708
H 3.6352 1.5021 2.1354
H 1.6375 0.5453 3.2501
H 3.6111 1.1738 -0.2467
H -0.5337 0.4612 1.9779
H 1.6232 1.2030 -1.5760
H -1.2114 -2.6860 0.3055
H -0.3088 -2.5083 -1.1459
H 0.2509 -1.7022 0.4221
H -3.3534 -1.3412 -0.7437
H -2.8410 -0.3020 -2.0460
H -2.2051 -2.0761 -2.0518
```

Summary:
LUMO	0.6336	eV
multiplicity	1

Population analysis type natural (NBO), resulting atomic charges in e:
1. C -0.177
2. C -0.224
3. C -0.226
4. C -0.185
5. C -0.176
6. C -0.108
7. C 0.003
8. C -0.406
9. C -0.442
10. N -0.377
11. O -1.003
12. S 0.913
13. H 0.216
14. H 0.218
15. H 0.213
16. H 0.217
17. H 0.223
18. H 0.211
19. H 0.203
20. H 0.230
21. H 0.206
22. H 0.279
23. H 0.193

---

The most stable arrangement is (b), and the next structure is 55.7 kcal/mol less stable.